60
Properties=species:S:1:pos:R:3:lowdin_charge:R:1 method="wB97M-V/def2-TZVPD" homo_lumo_gap_ev=4.9285 homo_energy_ev=-2.87 spin_multiplicity=1 e_tot_ev=-39690.06062 lumo_energy_ha=0.076 charge=-1
O 0.9013 -2.4537 2.9212 0.13
C 0.9304 -2.1949 1.7405 -0.28
C 1.4721 -3.1713 0.7362 -0.08
C 1.2449 -4.5368 0.8396 -0.01
C 1.7399 -5.3882 -0.1392 -0.08
C 2.4783 -4.8838 -1.2046 -0.08
C 2.7176 -3.5188 -1.3056 -0.01
C 2.2035 -2.6663 -0.3393 -0.09
C 2.3731 -1.1794 -0.4168 -0.28
O 3.4091 -0.6671 -0.7742 0.13
C 1.1729 -0.4200 0.0332 -0.06
C 0.7373 0.7459 -0.5970 -0.14
C 1.4095 1.2966 -1.8314 -0.12
O 1.6645 0.2794 -2.7981 -0.10
C 0.6959 0.2222 -3.8054 -0.26
O -0.6048 0.0696 -3.3297 -0.09
C -0.8586 -1.1705 -2.6871 -0.17
C -2.0615 -1.8765 -3.3073 -0.23
O -2.9989 -0.9290 -3.7994 -0.05
C -0.3894 1.3864 -0.0927 0.03
C -1.1101 0.8975 0.9954 -0.19
C -2.3283 1.6138 1.5002 -0.14
C -3.4305 1.7938 0.4343 -0.17
C -3.4293 3.1447 -0.2546 -0.27
O -4.7692 3.4359 -0.6864 -0.09
C -0.6735 -0.2707 1.6072 0.05
C 0.4563 -0.9191 1.1327 -0.08
H 0.6765 -4.9304 1.6720 0.12
H 1.5519 -6.4531 -0.0871 0.10
H 2.8707 -5.5570 -1.9562 0.10
H 3.2862 -3.1214 -2.1361 0.12
H 2.3500 1.7759 -1.5628 0.14
H 0.7338 2.0405 -2.2611 0.12
H 0.9860 -0.6217 -4.4416 0.14
H 0.7063 1.1382 -4.4044 0.14
H 0.0271 -1.8118 -2.7318 0.13
H -1.0489 -0.9775 -1.6282 0.12
H -1.7505 -2.5683 -4.0970 0.11
H -2.5199 -2.4781 -2.5166 0.12
H -3.8771 -1.2292 -3.5576 0.08
H -0.7249 2.2916 -0.5872 0.12
H -2.7456 1.0350 2.3219 0.11
H -2.0026 2.5726 1.9056 0.11
H -3.3492 1.0089 -0.3218 0.11
H -4.4135 1.6791 0.8954 0.11
H -3.0770 3.9259 0.4261 0.12
H -2.7731 3.1481 -1.1315 0.11
H -4.7354 4.2630 -1.1742 0.07
H -1.1937 -0.6594 2.4716 0.13
C 1.9649 2.4138 2.4364 -0.10
C 1.0437 2.7321 3.6381 -0.70
C 1.7783 2.2806 4.9205 -0.12
O -0.1608 2.1332 3.5192 -0.29
H 2.1218 1.3330 2.3683 0.06
H 1.4968 2.7552 1.5087 0.05
H 2.9499 2.8987 2.5153 0.06
H 1.0121 3.8554 3.6944 0.10
H 1.9281 1.1976 4.8946 0.06
H 1.1749 2.5256 5.7977 0.05
H 2.7610 2.7641 5.0378 0.05